(1)
Formula: C2H4O3S3
Source: OMol25
Level of theory: ωB97M-V with the def2-TZVPD basis set

Last column: natural (NBO) charge in e.
CARTESIAN COORDINATES (ANGSTROEM)
O  -1.2583  0.2874  -1.6123  -0.57
C  -0.8707  0.2132  -0.4934  0.79
O  -1.2353  0.6832  0.6616  -0.62
S  -2.7197  1.4336  1.0197  0.34
C  0.7790  -0.3573  -0.1121  -0.11
O  1.2159  -0.8360  -1.3147  -0.73
S  1.7189  1.0052  0.3889  0.03
S  0.4944  -1.7827  0.9930  -0.02
H  -2.6102  1.0115  2.1789  0.09
H  0.4897  -0.9036  -1.9009  0.49
H  2.1545  1.2524  -0.9803  0.18
H  1.8419  -2.0068  1.1716  0.14

## Properties
E_HOMO ... -9.2 eV
Energy ... -40784.613 eV
LUMO level ... -0.0021 Ha
Largest force on an atom ... 4.8 eV/A
SMILES ... O=C(OS)C(O)(S)S



(2)
Formula: C27H57BeFN3O3
Source: OMol25
Level of theory: ωB97M-V with the def2-TZVPD basis set

Last column: Mulliken charge in e.
CARTESIAN COORDINATES (ANGSTROEM)
Be  -3.2711  0.1215  2.1926  0.94
F  -1.1256  -0.0774  0.9485  -0.64
C  -4.9472  -2.9067  -1.2223  -1.59
C  -3.8251  -2.0609  -0.5174  1.69
C  -2.5796  -1.9920  -1.3818  -0.43
C  -2.6253  -1.0111  -2.5371  -1.26
C  -3.0722  0.3861  -1.9960  -0.60
C  -4.3338  0.3397  -1.1350  1.43
N  -4.2928  -0.7233  -0.1514  1.37
O  -5.3457  -0.7329  0.8395  -0.39
C  -4.3260  1.6771  -0.3494  -1.96
C  -5.5756  0.3285  -1.9978  -1.69
C  -3.3793  -2.7749  0.6778  -1.61
H  -5.1842  -2.6038  -2.2422  0.37
H  -5.9008  -2.9727  -0.6986  0.40
H  -4.6706  -3.9610  -1.2207  0.47
H  -1.6488  -1.7768  -0.8571  -0.74
H  -2.4246  -2.9460  -1.8858  0.70
H  -3.3661  -1.3621  -3.2555  0.41
H  -1.6510  -0.9255  -3.0184  0.56
H  -3.0951  1.1867  -2.7353  0.65
H  -2.2403  0.7680  -1.4041  -0.34
H  -3.3663  1.8317  0.1438  0.09
H  -4.4633  2.5248  -1.0206  0.48
H  -5.1688  1.7518  0.3377  0.43
H  -5.8554  -0.6268  -2.4417  0.27
H  -6.5155  0.6152  -1.5263  0.40
H  -5.4601  1.0542  -2.8029  0.40
H  -4.1672  -3.1688  1.3199  0.32
H  -2.8978  -2.0667  1.3521  -0.15
H  -2.7698  -3.6674  0.5365  0.38
H  -5.9492  -1.4019  0.5080  0.38
C  1.2697  -2.1260  -0.9245  -1.11
C  1.5196  -3.1747  0.1260  2.14
C  2.7959  -3.9639  -0.1338  -1.47
C  4.0969  -3.1923  0.1408  -0.58
C  4.1366  -2.5826  1.5693  -1.43
C  2.7932  -1.7934  1.9370  1.82
N  1.6081  -2.5526  1.5187  0.34
O  0.4343  -2.0195  1.9897  -0.41
C  2.7980  -1.5485  3.5010  -1.92
C  2.8930  -0.3943  1.2507  -1.23
C  0.3780  -4.2597  0.0330  -1.65
H  1.0328  -2.5197  -1.9130  0.45
H  2.1686  -1.5258  -1.0652  0.29
H  0.4490  -1.4771  -0.6189  -0.23
H  2.7750  -4.8517  0.4982  0.41
H  2.7606  -4.3292  -1.1602  0.45
H  4.2718  -2.4866  -0.6712  0.32
H  4.9716  -3.8423  0.1186  0.46
H  5.0498  -2.0246  1.7760  0.31
H  4.1742  -3.4129  2.2745  0.52
H  3.7870  -1.3303  3.9039  0.40
H  2.1309  -0.7452  3.8136  0.34
H  2.4734  -2.5246  3.8615  0.52
H  3.0519  0.3873  1.9936  0.46
H  3.6358  -0.4801  0.4575  0.29
H  1.9184  -0.1376  0.8355  -0.01
H  0.2879  -4.7506  1.0020  0.50
H  0.4551  -4.9690  -0.7911  0.41
H  -0.5629  -3.7104  0.0025  -0.04
H  0.2560  -1.3207  1.3560  0.20
C  0.2920  2.7939  2.0299  -1.18
C  1.0437  3.6567  0.9858  1.20
C  2.3367  3.9951  1.7318  -1.27
C  3.5734  4.2999  0.8263  -0.88
C  3.7259  3.2330  -0.1653  -0.75
C  2.4435  2.9335  -1.0551  1.14
N  1.3286  2.7171  -0.0810  1.07
O  0.1231  2.1587  -0.7208  -0.61
C  2.1592  3.9907  -2.1300  -1.64
C  2.6820  1.5519  -1.8334  -1.61
C  0.2384  4.9974  0.5864  -1.52
H  0.7812  1.8317  2.1814  0.12
H  -0.6587  2.4334  1.6369  -0.06
H  0.0503  3.2606  2.9848  0.46
H  2.1413  4.8350  2.3985  0.52
H  2.6971  3.2166  2.4043  0.41
H  4.5199  4.4432  1.3475  0.46
H  3.3649  5.2090  0.2622  0.33
H  4.0051  2.3777  0.4500  -0.05
H  4.5411  3.4799  -0.8455  0.45
H  1.1302  3.9264  -2.4837  0.26
H  2.3903  4.8918  -1.5618  0.36
H  2.6980  3.9882  -3.0775  0.41
H  1.7234  1.2841  -2.2778  0.40
H  3.3915  1.5083  -2.6597  0.50
H  2.9879  0.7614  -1.1481  0.05
H  0.1510  5.7866  1.3331  0.33
H  -0.7747  4.6319  0.4187  0.31
H  0.6057  5.3293  -0.3847  0.34
H  -0.0079  1.3089  -0.2939  0.16

## Properties
E_HOMO ... -10.2 eV
Energy ... -42638.949 eV
Net charge ... +1
LUMO level ... -0.2875 Ha
Largest force on an atom ... 3.9 eV/A



(3)
Formula: C2H7N2O3P
Source: OMol25
Level of theory: ωB97M-V with the def2-TZVPD basis set

Last column: natural (NBO) charge in e.
CARTESIAN COORDINATES (ANGSTROEM)
C  0.1832  -1.4734  0.8930  -0.42
C  -0.9558  0.5871  1.2797  -0.44
N  -1.1587  -0.5375  -0.9114  -0.85
N  -0.9126  -0.6377  0.4251  -0.32
O  2.3154  0.7403  -1.2163  -1.17
O  0.4021  2.4244  -1.6633  -1.17
O  1.0843  0.7479  -3.5080  -1.18
P  1.1517  1.1735  -2.0370  2.37
H  -0.3319  -2.0656  1.7740  0.11
H  0.6194  -2.2641  0.3006  0.20
H  0.8263  -0.8748  1.5719  0.16
H  -1.8627  1.1851  1.0886  0.19
H  -1.0689  0.3263  2.3466  0.13
H  -0.0251  1.0987  1.1427  0.18
H  -0.2668  -0.4301  -1.4862  0.20

## Properties
E_HOMO ... 2.0 eV
Energy ... -20596.663 eV
Net charge ... -2
LUMO level ... 0.2500 Ha
Largest force on an atom ... 4.5 eV/A



(4)
Formula: C3CoO2
Source: OMol25
Level of theory: ωB97M-V with the def2-TZVPD basis set

Last column: Mulliken spin population.
CARTESIAN COORDINATES (ANGSTROEM)
C  -0.2717  -1.4805  -1.7763  0.13
C  0.5680  -1.4935  -0.8086  0.31
O  0.6965  -0.6376  0.2787  0.04
C  -0.2125  0.3712  0.3558  -0.09
O  -1.0111  0.4122  -0.5861  0.05
Co  0.2399  1.8072  1.6398  2.56

## Properties
E_HOMO (alpha / beta) ... -8.4 / -7.4 eV
Energy ... -44821.745 eV
LUMO level (alpha / beta) ... -0.1096 / -0.1431 Ha
Largest force on an atom ... 3.1 eV/A
Multiplicity ... 4



(5)
Formula: C2H3NO3S
Source: OMol25
Level of theory: ωB97M-V with the def2-TZVPD basis set

Last column: natural (NBO) charge in e.
CARTESIAN COORDINATES (ANGSTROEM)
C  1.4599  -1.0757  0.7724  -0.21
C  -1.3968  -2.0656  -0.0614  0.73
N  -0.2037  -2.1866  -0.2235  -0.54
O  -2.5089  -1.6854  0.1002  -0.46
O  3.4653  0.1473  -0.2077  -0.82
O  -1.5259  2.5552  -0.3390  -0.96
S  2.0243  0.2613  -0.0233  1.11
H  1.4652  -1.6353  1.6033  0.19
H  -2.0946  3.2952  -0.8517  0.49
H  -0.6848  2.3896  -0.7694  0.47

## Properties
E_HOMO (alpha / beta) ... -10.3 / -10.3 eV
Energy ... -20583.838 eV
LUMO level (alpha / beta) ... -0.1226 / -0.0828 Ha
Largest force on an atom ... 4.9 eV/A



(6)
Formula: C3H3N3OS
Source: OMol25
Level of theory: ωB97M-V with the def2-TZVPD basis set

Last column: natural (NBO) charge in e.
CARTESIAN COORDINATES (ANGSTROEM)
N  -0.5696  1.1641  1.4879  -0.76
C  -0.1554  0.2383  0.5896  0.35
C  -0.0519  0.3117  -0.7333  -0.39
C  0.3819  -0.7122  -1.5257  0.22
S  0.9707  -0.5225  -3.1237  -0.18
O  0.3664  -1.8850  -0.9282  -0.31
N  0.2512  -1.9818  0.4597  0.20
N  0.1406  -0.9801  1.2132  -0.20
H  -0.5733  0.8775  2.4268  0.40
H  -0.7216  2.1568  1.3615  0.41
H  -0.0390  1.3332  -1.2277  0.25

## Properties
E_HOMO ... -8.5 eV
Energy ... -20509.400 eV
LUMO level ... -0.0317 Ha
Largest force on an atom ... 5.0 eV/A
SMILES ... Nc1cc(=S)onn1